1.
Computed, not measured: C36H36GeN5OPd as an isolated structure, with ωB97M-V/def2-TZVPD.

Orbital gap (spin up / spin down), Ha: 0.228 / 0.183
Spin multiplicity: 4
Total charge: +2
<S²>: 3.78
Energy relative to the best compared isomer or geometry (same formula, charge and spin), kcal/mol: 0.0

Last column: Mulliken charge in e.
CARTESIAN COORDINATES (ANGSTROEM)
Pd: 0.625 -0.883 -0.766  0.244
C: 3.677 -1.498 0.662  -1.083
C: 2.662 -2.468 1.201  0.935
C: 2.981 -3.350 2.230  -0.915
C: 2.012 -4.193 2.725  -0.888
C: 0.736 -4.146 2.183  -0.765
C: 0.479 -3.259 1.162  0.354
N: 1.429 -2.436 0.678  0.161
C: -0.872 -3.141 0.554  0.807
C: -1.877 -4.082 0.722  -0.874
C: -3.084 -3.887 0.078  -1.103
C: -3.267 -2.776 -0.730  -0.891
C: -2.226 -1.870 -0.857  0.434
N: -1.077 -2.064 -0.203  0.666
C: -2.281 -0.669 -1.744  0.892
C: -3.484 -0.177 -2.212  -0.758
C: -3.471 0.914 -3.066  -0.966
C: -2.260 1.482 -3.409  -0.717
C: -1.080 0.950 -2.896  0.625
C: 0.249 1.526 -3.289  -1.038
N: -1.101 -0.105 -2.072  0.211
H: 4.691 -1.794 0.931  0.547
H: 3.494 -0.508 1.087  0.137
H: 3.595 -1.431 -0.421  0.008
H: 3.988 -3.356 2.630  0.491
H: 2.239 -4.880 3.530  0.459
H: -0.044 -4.787 2.571  0.382
H: -1.718 -4.971 1.317  0.466
H: -3.876 -4.620 0.180  0.468
H: -4.192 -2.646 -1.275  0.497
H: -4.419 -0.639 -1.922  0.405
H: -4.399 1.312 -3.461  0.494
H: -2.210 2.330 -4.083  0.508
H: 0.145 2.557 -3.630  0.487
H: 0.680 0.941 -4.106  0.359
H: 0.952 1.485 -2.460  -0.103
C: 2.237 2.375 0.321  -1.778
Ge: 0.746 1.141 0.678  2.632
C: 0.732 0.825 2.606  0.112
C: 1.053 1.864 3.484  -0.791
C: 1.042 1.661 4.861  -0.800
C: 0.706 0.415 5.380  -0.648
C: 0.382 -0.627 4.518  -0.993
C: 0.395 -0.419 3.142  1.067
C: -0.890 2.290 0.359  0.033
C: -0.734 3.564 -0.252  -0.301
C: -1.804 4.396 -0.496  -1.016
C: -3.098 4.002 -0.117  -0.842
C: -3.311 2.757 0.505  1.053
C: -4.596 2.366 0.909  -0.741
C: -4.809 1.138 1.546  -0.850
C: -3.740 0.297 1.774  -0.949
C: -2.449 0.676 1.375  0.385
C: -2.207 1.901 0.741  0.185
H: 2.161 3.282 0.926  0.510
H: 2.290 2.667 -0.731  0.493
H: 3.176 1.891 0.597  0.472
H: 1.321 2.848 3.104  0.293
H: 1.298 2.475 5.529  0.447
H: 0.697 0.257 6.452  0.410
H: 0.126 -1.604 4.917  0.456
H: 0.148 -1.244 2.483  0.149
H: 0.259 3.908 -0.515  0.381
H: -1.651 5.362 -0.964  0.480
H: -3.942 4.662 -0.296  0.479
H: -5.435 3.031 0.723  0.489
H: -5.807 0.861 1.862  0.464
H: -3.886 -0.652 2.273  0.569
H: -1.620 0.006 1.573  -0.552
C: 4.707 -0.219 -4.905  -1.035
N: 3.595 -0.797 -4.157  -0.205
C: 3.144 -0.354 -2.974  0.270
N: 3.702 0.772 -2.474  -0.182
O: 2.230 -0.952 -2.369  -0.700
H: 4.859 -0.802 -5.808  0.330
H: 5.639 -0.246 -4.333  0.327
H: 4.494 0.807 -5.204  0.325
H: 3.175 -1.658 -4.468  0.298
H: 4.526 1.181 -2.876  0.216
H: 3.447 1.038 -1.540  0.124

Forces on atoms 1 to 3 (eV/Å):
0.080 -0.103 -0.210
-0.063 -0.139 0.086
-0.078 0.135 -0.173

=====

2.
Computed, not measured: C36H36N5O2S6SbW as an isolated structure, with ωB97M-V/def2-TZVPD.

Orbital gap (spin up / spin down), Ha: 0.228 / 0.249
Spin multiplicity: 3
<S²>: 2.02
Energy relative to the best compared isomer or geometry (same formula, charge and spin), kcal/mol: 91.8

Last column: Mulliken charge in e.
CARTESIAN COORDINATES (ANGSTROEM)
W: -0.698 -0.048 -0.781  0.285
C: -6.180 3.678 -0.444  -1.609
C: -4.749 3.258 -0.256  0.808
C: -3.774 3.621 -1.181  -0.961
C: -2.471 3.174 -1.060  -0.702
C: -2.105 2.337 -0.015  -0.815
N: -0.790 1.780 0.086  1.206
C: 0.125 2.499 0.850  1.143
C: -0.226 3.674 1.524  -1.499
C: 0.695 4.368 2.288  -1.076
C: 2.009 3.939 2.418  0.310
C: 3.003 4.665 3.283  -1.706
C: 2.368 2.785 1.733  -0.176
C: 1.456 2.080 0.963  -0.308
N: 1.859 0.888 0.261  1.511
C: 2.306 1.087 -1.125  -1.113
C: 4.066 -0.037 -1.017  0.095
C: 3.809 -0.283 0.446  -0.763
N: 2.764 0.142 1.042  -1.114
C: -3.069 2.007 0.935  0.248
C: -4.374 2.458 0.814  -0.171
N: -2.718 1.211 2.062  0.193
C: -2.955 1.506 3.361  -0.212
C: -2.470 0.459 4.107  -1.361
C: -1.945 -0.430 3.152  -0.161
N: -2.101 0.028 1.923  0.250
H: -6.248 4.720 -0.755  0.385
H: -6.755 3.553 0.473  0.382
H: -6.650 3.071 -1.221  0.300
H: -4.046 4.239 -2.028  0.387
H: -1.730 3.444 -1.798  0.524
H: -1.241 4.041 1.450  0.503
H: 0.377 5.269 2.801  0.359
H: 2.674 5.684 3.488  0.374
H: 3.982 4.718 2.807  0.360
H: 3.133 4.161 4.244  0.316
H: 3.380 2.408 1.819  0.525
H: 1.562 1.661 -1.675  0.929
H: 4.974 -0.493 -1.403  0.617
H: 4.499 -0.865 1.050  0.369
H: -5.108 2.145 1.548  0.425
H: -3.432 2.430 3.639  0.445
H: -2.484 0.357 5.178  0.440
H: -1.476 -1.389 3.309  0.406
O: 0.311 -1.433 -1.943  0.393
S: 0.901 -1.450 -3.380  0.282
C: 1.495 -3.159 -3.387  -0.778
C: 2.193 -3.654 -2.119  -1.058
C: 1.250 -3.934 -0.924  -0.293
C: 1.812 -3.420 0.408  -0.684
S: 0.621 -2.594 1.498  0.149
O: -0.100 -1.584 0.653  -0.289
C: -0.545 -3.935 1.665  0.857
C: -0.253 -4.952 2.564  -0.807
C: -1.145 -6.004 2.698  -0.642
C: -2.316 -6.017 1.947  -0.502
C: -2.598 -4.982 1.069  -0.851
C: -1.711 -3.924 0.920  0.143
C: 2.395 -0.497 -3.068  -0.144
C: 2.875 0.271 -4.045  -0.519
C: 3.854 1.338 -3.830  -0.887
C: 4.214 1.873 -2.657  -1.026
C: 3.799 1.479 -1.272  0.812
C: 2.674 -0.334 -1.625  0.912
H: 2.147 -3.217 -4.262  0.613
H: 0.585 -3.722 -3.606  0.350
H: 2.970 -2.939 -1.838  0.295
H: 2.729 -4.567 -2.387  0.596
H: 1.062 -5.004 -0.842  0.719
H: 0.287 -3.463 -1.109  -0.074
H: 2.591 -2.668 0.272  0.209
H: 2.235 -4.209 1.035  0.722
H: 0.652 -4.924 3.161  0.431
H: -0.933 -6.805 3.393  0.414
H: -3.013 -6.837 2.058  0.395
H: -3.512 -4.987 0.490  0.485
H: -1.930 -3.105 0.245  0.106
H: 2.484 0.159 -5.051  0.511
H: 4.283 1.768 -4.726  0.384
H: 4.935 2.682 -2.699  0.424
H: 4.193 2.174 -0.533  0.476
H: 2.153 -1.105 -1.072  -0.985
S: -1.935 -2.456 -4.356  -0.591
Sb: -2.724 -0.523 -3.453  0.761
S: -2.815 -0.917 -1.033  -0.464
S: -0.892 1.014 -2.945  -0.571
S: -4.529 0.564 -4.206  -0.623

Forces on atoms 1 to 3 (eV/Å):
0.213 0.402 0.367
-0.001 -0.001 -0.010
-0.035 0.017 -0.005

=====

3.
Computed, not measured: C36H37AgN4O2 as an isolated structure at a distorted geometry, with ωB97M-V/def2-TZVPD.

Orbital gap, Ha: 0.228
Energy relative to the best compared isomer or geometry (same formula, charge and spin), kcal/mol: 16.3

Last column: Mulliken charge in e.
CARTESIAN COORDINATES (ANGSTROEM)
Ag: 1.699 -0.406 0.369  0.433
C: -0.622 -1.275 3.268  -1.040
C: -0.486 0.116 3.905  0.404
C: 0.471 0.064 5.096  -1.775
C: -0.078 1.126 2.853  0.793
C: -1.047 1.850 2.167  -0.738
C: -0.708 2.739 1.161  -0.298
C: 0.622 2.952 0.808  0.854
C: 0.985 3.943 -0.269  -1.536
C: 1.596 2.242 1.499  -0.886
C: 1.253 1.327 2.495  -0.802
H: -0.919 -2.020 4.012  0.532
H: 0.343 -1.571 2.845  0.004
H: -1.354 -1.271 2.457  0.130
H: -1.470 0.417 4.274  0.596
H: 1.406 -0.439 4.831  0.282
H: 0.021 -0.498 5.918  0.461
H: 0.713 1.066 5.460  0.420
H: -2.094 1.694 2.413  0.182
H: -1.489 3.277 0.629  0.480
H: 2.052 3.911 -0.493  0.204
H: 0.738 4.961 0.042  0.384
H: 0.431 3.740 -1.189  0.358
H: 2.643 2.431 1.291  0.645
H: 2.045 0.838 3.051  0.269
C: 6.152 2.967 -0.322  -0.502
C: 4.962 2.803 -1.015  -0.575
C: 4.231 1.635 -0.862  -0.373
C: 4.701 0.632 -0.025  0.321
C: 5.894 0.789 0.672  -0.272
C: 6.614 1.961 0.523  -0.592
N: 3.874 -0.536 0.066  0.289
N: 4.445 -1.537 0.485  -0.561
C: 3.622 -2.688 0.657  0.465
C: 4.185 -3.914 0.338  -0.319
C: 3.409 -5.048 0.484  -0.411
C: 2.120 -4.917 0.975  -0.796
C: 1.660 -3.652 1.295  -0.191
N: 2.396 -2.552 1.148  -0.031
H: 6.721 3.881 -0.434  0.391
H: 4.600 3.585 -1.671  0.442
H: 3.298 1.478 -1.390  0.520
H: 6.233 -0.002 1.329  0.469
H: 7.539 2.096 1.068  0.381
H: 5.199 -3.946 -0.040  0.431
H: 3.804 -6.022 0.224  0.400
H: 1.483 -5.779 1.120  0.414
H: 0.663 -3.506 1.693  0.330
C: -3.828 1.392 -5.376  -1.631
C: -3.829 1.688 -3.892  0.998
C: -4.107 2.987 -3.479  -0.844
C: -4.095 3.317 -2.133  -1.111
C: -3.804 2.341 -1.200  -0.496
C: -3.500 1.036 -1.591  -0.149
N: -3.111 0.171 -0.527  0.125
C: -3.181 -1.238 -0.554  -0.923
C: -4.432 -1.852 -0.566  -0.137
C: -4.548 -3.231 -0.524  -0.471
C: -3.411 -4.027 -0.449  -0.749
C: -2.163 -3.422 -0.438  -0.958
C: -2.033 -2.038 -0.493  1.354
C: -0.649 -1.444 -0.504  1.093
O: -0.497 -0.286 0.019  -0.982
O: 0.285 -2.114 -0.981  -0.792
C: -3.523 0.688 -2.950  0.992
C: -3.165 -0.707 -3.412  -0.961
H: -3.998 2.308 -5.940  0.366
H: -4.611 0.681 -5.649  0.352
H: -2.875 0.971 -5.702  0.372
H: -4.331 3.744 -4.223  0.309
H: -4.325 4.327 -1.814  0.412
H: -3.809 2.564 -0.139  0.667
H: -2.220 0.461 -0.136  -0.016
H: -5.315 -1.225 -0.603  0.436
H: -5.531 -3.688 -0.528  0.392
H: -3.499 -5.106 -0.411  0.404
H: -1.258 -4.017 -0.417  0.511
H: -3.727 -1.473 -2.879  0.178
H: -2.103 -0.916 -3.248  0.219
H: -3.366 -0.835 -4.471  0.454

Forces on atoms 1 to 3 (eV/Å):
-0.576 0.507 -0.077
-0.058 0.062 0.008
0.079 -0.100 -0.067